ORCA calculation (ωB97M-V/def2-TZVPD) on a single C3H7NO2 molecule at a distorted geometry.

Computed properties:
- Relative energy (zero: lowest compared OMol25 entry of this formula, charge and spin): 82.8 kJ/mol
- E: -8809.67108 eV
- Structure (SMILES): NC(=O)CCO
- Multiplicity: 1
- Gap between HOMO and LUMO: 10.270 eV

Each line ends with the Löwdin charge.
Atoms and positions in Å:
N  -1.4012  -0.9056  -0.7533  0.16
C  -0.8763  0.2980  -1.1430  -0.58
O  -0.8911  0.7254  -2.2822  0.05
C  -0.1594  0.9653  -0.0155  -0.10
C  1.1323  0.1240  0.2627  -0.23
O  0.9770  -1.0875  1.0041  -0.08
H  -0.9731  -1.3143  0.0717  0.08
H  -1.5806  -1.5417  -1.5128  0.11
H  -0.7700  1.0235  0.8953  0.12
H  0.0776  2.0013  -0.3069  0.13
H  1.6190  -0.2033  -0.6701  0.14
H  1.6736  0.9048  0.7701  0.11
H  1.1166  -0.9489  1.9499  0.10